{
  "formula": "C5H8N2O2S",
  "method": "ωB97M-V/def2-TZVPD",
  "species": ["C", "C", "C", "C", "C", "N", "N", "O", "O", "S", "H", "H", "H", "H", "H", "H", "H", "H"],
  "positions_angstrom": [[0.9839, -1.3494, -1.5783], [-1.4552, -1.3413, -1.7175], [-0.2179, -0.3642, -1.7074], [-0.0745, -0.2946, 0.6294], [0.0838, 0.6812, 1.7912], [1.4593, -1.7475, -2.6339], [-0.3471, 0.4731, -0.5200], [-2.6008, -0.8181, -1.2486], [-1.3854, -2.4812, -2.1081], [1.4263, -1.4255, 0.1093], [-0.0936, 0.3869, -2.6049], [-0.7958, -1.0494, 0.9028], [1.0444, 1.3925, 1.8862], [0.2258, -0.0259, 2.6342], [-0.7311, 1.3107, 1.9048], [2.2869, -2.2806, -2.4759], [0.2610, 1.3119, -0.5491], [-2.4569, 0.1114, -1.3274]],
  "relative_energy_kj_mol": 232.68,
  "orbital_gap_ev": [5.247, 6.298],
  "energy_ev": -23219.249,
  "multiplicity": 3,
  "lumo_energy_ev": [0.5, -3.1]
}